C4H29NO11S2 | wB97M-V/def2-TZVPD

Each line ends with the Mulliken charge.
Element x y z (Å)
S1 -0.98860 1.95851 3.04801  -0.021
S2 -0.24917 0.89827 4.62720  -0.221
O1 2.25601 -1.93515 1.65658  -0.569
O2 2.60417 0.11895 -2.74906  -0.576
O3 -3.43392 -2.53710 -0.00549  -0.631
O4 -1.60833 -2.43353 2.85645  -0.565
O5 -3.81508 1.92886 -0.77219  -0.664
O6 -1.22983 1.11911 -2.54641  -0.597
O7 2.67378 2.85095 -1.17356  -0.595
O8 3.37221 -0.43586 -0.26751  -0.682
O9 -1.87800 4.26764 -1.44612  -0.652
O10 -0.55401 -1.74251 -2.27248  -0.638
O11 1.86584 -4.35504 0.04785  -0.690
N1 0.21507 1.31035 -0.80064  0.791
C1 0.14830 1.81405 1.59540  -0.874
C2 -0.60233 1.26492 0.40425  0.128
C3 -0.11941 1.39278 -2.11656  -0.436
C4 -0.90513 -0.23772 0.68000  -1.172
H1 3.02680 0.08351 -1.86376  0.402
H2 1.39144 -4.81743 0.77140  0.326
H3 -3.09599 1.64437 -1.34947  0.374
H4 2.68725 -0.76886 0.35439  0.363
H5 0.70075 1.55960 -2.82539  0.352
H6 -1.14280 -1.16008 -2.77044  0.297
H7 1.12306 -4.25951 -0.57096  0.340
H8 -3.33909 -1.99263 -0.78907  0.311
H9 -0.57379 -0.34689 4.23447  0.140
H10 -1.59250 1.70332 0.35407  0.210
H11 -4.04217 1.22721 -0.13585  0.287
H12 3.37344 2.68519 -1.82236  0.292
H13 1.20772 1.46536 -0.65334  0.014
H14 2.32278 -2.87619 1.42087  0.282
H15 0.89856 1.09377 1.98002  0.230
H16 0.02734 -0.66219 1.04983  0.156
H17 -1.44473 -3.22227 3.37962  0.265
H18 3.99478 -1.15854 -0.28738  0.265
H19 0.31269 -1.31011 -2.24753  0.309
H20 -1.16427 3.69853 -1.14828  0.297
H21 2.91534 -0.62672 -3.26893  0.237
H22 -1.21973 -0.92016 -0.11350  0.475
H23 -2.63068 3.83191 -1.03686  0.349
H24 -3.75296 -1.96725 0.69784  0.326
H25 0.61791 2.78019 1.40792  0.482
H26 -1.74872 -2.48392 1.91180  0.306
H27 -1.66419 -0.26172 1.45519  0.409
H28 2.37184 3.73398 -1.42175  0.294
H29 2.68837 -1.91994 2.52172  0.276

Computed properties:
* HOMO energy: -9.01 eV
* largest force on an atom: 2.81 eV Å⁻¹
* Kohn-Sham gap: 8.800 eV
* energy above the lowest of the compared OMol25 structures with the same formula, charge and spin: 190.1 kJ/mol
* structure (SMILES): C[C@@H](CSS)NC=O.O.O.O.O.O.O.O.O.O.O